Entry 1:
10
Properties=species:S:1:pos:R:3:forces:R:3 method="wB97M-V/def2-TZVPD" total_charge=-1 orbital_gap_ev="5.069 / 4.359" multiplicity=2 energy_ha=-436.8121 s_squared=1.691
H 1.8886 -0.0563 1.4654 -0.1351 0.0535 -0.1274
O 1.0769 1.6773 0.6357 -0.2109 -0.0492 0.0102
C 1.2834 0.2818 0.5901 -0.0205 0.1643 -0.0434
C -0.0239 -0.4808 0.5430 -0.2767 -0.0036 0.7864
H 1.9047 0.0146 -0.2993 -0.2589 0.0196 0.1541
H 0.1612 -1.5687 0.6132 -0.1601 0.1580 -0.1028
Mg -0.8376 1.5931 0.6352 0.6030 -0.3283 -0.1950
Li -2.1691 -0.7258 0.6428 0.8194 0.0215 -0.9340
C -2.1536 -0.0641 -2.6155 -0.7524 0.4023 0.1536
C -1.1305 -0.6710 -2.2106 0.3923 -0.4381 0.2983

Entry 2:
16
Properties=species:S:1:pos:R:3:forces:R:3 method="wB97M-V/def2-TZVPD" total_charge=-1 orbital_gap_ev=7.866 energy_ha=-362.6790
C -0.6774 0.7650 1.2634 0.7652 0.1456 -1.0930
O 0.0390 -0.4122 1.0564 0.4643 -0.6417 1.3065
C -0.1155 1.7866 0.2595 0.1791 0.4410 1.4810
N 1.2810 2.2187 0.5548 -0.1923 -0.4572 0.1384
H -1.7557 0.7064 1.1146 -0.2255 -0.4401 -0.1498
H -0.5189 1.1121 2.2887 0.1382 0.0025 0.1723
H -0.1084 1.2284 -0.6776 -0.3617 0.6837 -0.3024
H -0.7357 2.7011 0.3611 0.1105 -0.3584 -0.8672
H 1.8726 1.3930 0.4917 -0.1151 -0.0659 -0.2336
H 1.3300 2.4227 1.5517 -0.1149 0.2316 -0.0507
H 0.3984 -3.3445 -1.2904 -0.0647 -0.1485 0.3330
H 0.9583 -3.2169 -2.5896 0.3057 -0.0762 -0.4230
O 1.0636 -3.8071 -1.8383 -0.5089 0.4955 0.1261
H -1.5265 -1.0562 -1.8183 0.1865 -0.0798 0.2622
H -0.3043 -0.9724 0.3109 -0.8913 0.5151 -0.7279
O -1.2004 -1.5247 -1.0386 0.3250 -0.2473 0.0282

Entry 3:
135
Properties=species:S:1:pos:R:3:forces:R:3 method="wB97M-V/def2-TZVPD" smiles="CC[C@H](F)[C@H]1[C@](Cl)([C@H](Br)[C@@H](C)Br)[C@](CCCCO)(CCCCCCCCCOC)S(=O)(=O)O[C@@]1(C)F.FC(F)C(F)(F)COC(F)(F)C(F)F.FC(F)C(F)(F)COC(F)(F)C(F)F.FC(F)C(F)(F)COC(F)(F)C(F)F" orbital_gap_ev=9.682 energy_ha=-10763.1671
C 0.6344 2.6040 -6.7093 0.1587 0.1740 0.1700
C 0.8761 1.2543 -6.0364 0.2471 0.0740 -0.1408
C -0.2868 0.2475 -6.0432 0.0494 0.3418 -0.2773
F -1.1041 0.5040 -7.1688 0.1262 0.0047 0.2213
C -1.2398 0.1140 -4.8346 -0.4960 -0.5332 0.1376
C -0.8351 -1.0724 -3.8825 -0.0372 0.2762 -0.1106
Cl 0.9910 -0.9992 -3.7395 -0.0531 -0.0782 0.2600
C -1.1022 -2.4107 -4.7000 0.4826 0.0165 -0.2488
Br -2.9165 -3.1007 -4.6155 -0.0733 0.0258 0.0724
C -0.0526 -3.5577 -4.5747 -0.6805 -0.5118 0.2106
C -0.5639 -4.9901 -4.7337 0.6266 -0.0567 -0.0276
Br 1.2777 -3.3221 -5.9952 0.1651 -0.0333 0.0179
C -1.4494 -0.9170 -2.4050 1.1547 -0.1940 0.1126
C -0.4979 0.0602 -1.6161 -0.4242 0.3592 0.2452
C -0.9535 0.8087 -0.3489 0.4371 0.0432 0.2242
C -0.9925 0.0099 0.9652 -0.1422 0.4196 0.3508
C -2.3754 -0.2963 1.5091 0.1755 -0.3440 0.1900
O -2.1779 -0.8991 2.7971 -0.1048 0.0444 -0.1022
C -1.4992 -2.2642 -1.6198 -0.5524 -0.2858 0.3463
C -2.8590 -2.9080 -1.2219 0.0540 -0.4147 -0.1169
C -2.8787 -3.5717 0.1625 0.4054 -0.4961 -0.2911
C -2.1200 -4.9089 0.1035 0.5237 0.3680 0.2719
C -1.8999 -5.5500 1.4701 -0.3786 0.0569 0.2143
C -0.8905 -4.8507 2.3866 0.1911 -0.1552 0.2391
C 0.4925 -5.5399 2.4436 -0.0518 0.5924 0.0490
C 0.7955 -6.1305 3.8211 0.4718 -0.2251 -0.4188
C 1.2471 -5.0892 4.8386 -0.0291 -0.1615 0.6265
O 0.3153 -5.0888 5.9173 -0.2549 0.2000 -0.3003
C 0.2137 -3.8665 6.6081 0.0006 0.0034 0.1283
S -3.0172 -0.0432 -2.5399 -0.7979 -0.0027 -0.0579
O -3.8692 -0.5170 -3.5835 0.1360 -0.0820 0.0775
O -3.6000 0.1528 -1.2467 0.2644 0.1387 -0.2602
O -2.4687 1.3697 -3.0070 0.4436 -0.0959 -0.0360
C -1.6957 1.4569 -4.2289 -0.2457 0.4419 -0.4978
C -2.5655 2.2417 -5.1988 0.0583 -0.0021 0.3166
F -0.6132 2.2423 -3.8775 -0.2380 -0.2052 0.1217
H 0.2226 2.5086 -7.7119 -0.0712 -0.0360 0.0434
H 1.5988 3.1104 -6.7933 -0.0405 -0.0263 -0.0427
H 0.0072 3.2620 -6.1077 -0.0780 -0.0774 -0.0970
H 1.2346 1.4354 -5.0247 -0.1295 -0.1355 0.0040
H 1.7108 0.7754 -6.5568 -0.1033 -0.0706 -0.0159
H 0.1409 -0.7336 -6.2451 -0.0546 0.0302 0.1459
H -2.1538 -0.2679 -5.3007 -0.0458 0.0609 0.0883
H -1.0666 -2.1281 -5.7488 -0.0164 0.1125 0.1365
H 0.4495 -3.5314 -3.6125 0.3393 0.3193 -0.1913
H 0.3211 -5.6308 -4.7616 -0.0673 0.0053 0.0411
H -1.0887 -5.1457 -5.6729 -0.2412 0.0356 0.1381
H -1.1445 -5.3003 -3.8658 -0.2712 0.1059 -0.1438
H -0.1507 0.8335 -2.2956 0.0745 -0.1524 -0.0026
H 0.3659 -0.5339 -1.3173 -0.0351 -0.0593 -0.1500
H -1.8467 1.4151 -0.4860 -0.0592 -0.2284 -0.0106
H -0.1722 1.5658 -0.2139 -0.0066 -0.0394 -0.0982
H -0.5323 0.6260 1.7455 0.0528 -0.0567 -0.0539
H -0.3839 -0.8982 0.9304 -0.0771 -0.0468 -0.1279
H -2.9256 0.6393 1.6131 -0.0963 0.0229 -0.0872
H -2.9308 -0.9818 0.8654 -0.0495 0.1776 -0.0552
H -3.0230 -0.9282 3.2592 0.1012 -0.0251 -0.0810
H -0.9326 -3.0046 -2.1830 -0.0046 0.0779 -0.1164
H -0.9249 -2.1494 -0.6977 -0.0719 0.2647 -0.0811
H -3.0296 -3.7466 -1.8923 -0.2187 0.1453 -0.3289
H -3.7062 -2.2407 -1.3508 0.0659 0.1250 0.0923
H -2.4141 -2.9570 0.9358 -0.2308 0.1169 0.0380
H -3.9150 -3.7988 0.4275 0.0196 0.2400 0.1825
H -1.1296 -4.7041 -0.3281 -0.0491 -0.1854 -0.1711
H -2.6468 -5.6054 -0.5526 0.0271 0.0468 -0.0972
H -1.5775 -6.5881 1.3548 -0.1276 -0.0220 -0.0690
H -2.8655 -5.5760 1.9874 -0.0278 -0.1141 -0.1040
H -1.3062 -4.8618 3.3979 0.0880 0.1201 0.0114
H -0.7563 -3.7949 2.1416 -0.2030 0.0156 -0.1619
H 0.5987 -6.2921 1.6589 -0.1514 -0.0690 0.0373
H 1.2557 -4.7830 2.2317 0.1079 -0.1619 -0.0562
H -0.0808 -6.6303 4.2370 0.0196 -0.0691 -0.0670
H 1.5830 -6.8798 3.6996 -0.0788 -0.0431 0.1276
H 1.3278 -4.0869 4.4030 -0.1695 0.0041 -0.0644
H 2.2381 -5.3424 5.2381 0.0032 0.0728 -0.0605
H 1.0352 -3.7388 7.3172 0.1310 0.0925 0.0143
H -0.7216 -3.8703 7.1705 0.0573 -0.0983 -0.0409
H 0.1938 -3.0123 5.9229 0.0350 -0.0176 -0.0316
H -2.9486 3.1061 -4.6563 0.0632 0.0499 -0.0911
H -2.0037 2.5601 -6.0708 -0.0116 -0.0622 -0.0165
H -3.4086 1.6250 -5.5068 0.0262 -0.0138 0.0039
F 6.5133 1.3549 6.9573 -0.0345 -0.0085 -0.1485
C 6.1007 2.2655 7.8580 0.0069 0.1039 0.1322
F 5.3534 1.6331 8.7901 0.0054 -0.0289 -0.0146
C 5.2412 3.3547 7.2045 -0.2236 -0.2245 -0.3700
F 4.0873 2.8256 6.7506 0.0417 -0.0562 0.0186
F 4.9323 4.2063 8.2275 0.0635 0.0678 0.0334
C 5.8812 4.2296 6.1174 0.3911 0.5354 -0.2107
O 5.6493 3.9276 4.7495 -0.3769 -0.6625 0.1503
C 6.4078 3.0454 4.0194 0.1066 0.3159 0.1761
F 7.5103 2.6533 4.6882 -0.1121 -0.0296 0.0122
F 6.8188 3.7055 2.9111 0.1245 0.0336 0.0368
C 5.6006 1.8454 3.4941 -0.0377 0.1040 -0.0339
F 5.0349 1.1570 4.5021 0.0620 -0.0257 0.2110
F 6.4446 1.0198 2.8325 -0.0282 0.0349 0.0299
H 6.9696 2.7119 8.3489 0.0144 -0.0068 -0.0249
H 5.3985 5.1971 6.2441 -0.0026 0.0026 -0.0037
H 6.9439 4.3779 6.3136 0.0236 -0.1730 0.0550
H 4.8225 2.1959 2.8189 0.0315 0.0236 -0.0429
F -6.9049 4.6290 0.2577 0.1746 0.0712 0.1194
C -7.5433 3.4529 0.1243 -0.1031 -0.1722 -0.1282
F -8.8410 3.6376 0.4546 0.0024 0.0166 -0.0015
C -6.9580 2.3795 1.0505 0.1925 0.1907 0.4255
F -7.1912 2.7093 2.3389 0.0145 0.0380 -0.0466
F -7.6849 1.2565 0.7769 0.0204 -0.0562 -0.0911
C -5.4863 1.9755 0.8663 0.4654 -0.2824 -0.3114
O -4.5031 2.5382 1.7325 -0.5032 0.4835 0.2541
C -3.8712 3.7347 1.5050 -0.0098 -0.3844 -0.2021
F -4.1244 4.2291 0.2805 -0.1062 -0.0425 0.0987
F -2.5367 3.4946 1.5735 0.0280 -0.0247 -0.0978
C -4.1551 4.7685 2.6071 0.0916 -0.0246 0.0629
F -5.4724 5.0044 2.7222 -0.1374 0.0025 -0.1234
F -3.5367 5.9252 2.2767 -0.0247 -0.0358 0.0217
H -7.4874 3.1258 -0.9173 0.0177 0.0057 -0.0006
H -5.4611 0.9166 1.1183 -0.0215 -0.0020 0.0039
H -5.1791 2.0434 -0.1773 -0.0791 0.1605 -0.0287
H -3.7686 4.4055 3.5616 0.0190 -0.0020 -0.0214
F 2.6239 3.0255 -0.2047 0.0652 0.2097 -0.3434
C 2.8166 1.7476 0.1551 0.0912 0.0475 0.0687
F 3.1043 1.7551 1.4818 -0.2071 -0.2183 -0.0048
C 4.0085 1.1074 -0.5687 0.2852 0.2991 -0.1774
F 5.1518 1.6937 -0.1589 -0.0417 0.0330 0.0737
F 4.0191 -0.1790 -0.1114 -0.0626 -0.0967 -0.1487
C 4.0151 1.0319 -2.1079 -0.0653 -0.0413 -0.7270
O 4.7579 2.0258 -2.8140 0.1294 0.3965 0.5920
C 4.2607 3.2496 -3.1980 -0.1092 -0.5358 -0.0643
F 2.9318 3.3486 -3.0029 0.1046 -0.0305 0.1526
F 4.4764 3.3597 -4.5305 -0.0890 -0.0266 -0.0938
C 5.0273 4.4281 -2.5703 0.0898 -0.0170 -0.0810
F 5.0019 4.3764 -1.2292 -0.1732 -0.1010 0.1668
F 4.4376 5.5782 -2.9676 0.0110 -0.0333 0.0042
H 1.8990 1.1839 -0.0288 0.0378 -0.0866 0.1120
H 4.5548 0.1147 -2.3399 0.0464 -0.0050 0.1124
H 3.0272 0.9169 -2.5552 -0.2249 0.1347 0.3492
H 6.0652 4.4119 -2.9086 -0.0210 -0.0106 -0.0387

Entry 4:
47
Properties=species:S:1:pos:R:3:forces:R:3 method="wB97M-V/def2-TZVPD" total_charge=+3 orbital_gap_ev=6.179 energy_ha=-4861.5931
K 19.3363 6.6411 -4.3003 -0.1988 -0.5699 0.1265
K 18.6901 7.2449 -8.4712 -0.8865 -0.3004 0.1755
K 20.1391 3.6967 -10.0998 -0.6656 -0.8012 0.4777
K 23.4982 3.8011 -7.3122 -0.1009 -0.7325 0.5847
K 22.2344 6.8620 -10.2529 0.2336 0.0457 -0.4338
K 22.4845 7.6461 -6.7223 0.4038 -0.4507 0.8629
P 20.4649 4.8961 -7.0526 0.5604 -1.6180 2.2920
O 21.0509 5.7627 -8.2537 -0.2202 0.9278 -1.1316
O 20.5741 3.4152 -7.3606 0.3290 0.6647 -1.6977
O 18.9971 5.2474 -6.7257 0.7112 1.2720 -0.7285
O 21.3825 5.2293 -5.8400 -0.9370 1.0977 -0.5795
C 16.0101 5.7946 -3.4740 -0.3347 0.4208 -0.1220
C 15.8880 5.2696 -4.8778 0.0582 -0.6753 -0.6029
O 16.6249 6.0630 -5.8330 0.1316 0.6108 0.2082
H 17.0542 5.8983 -3.1717 -0.0146 -0.0971 0.2044
H 15.4942 5.1529 -2.7629 0.1249 -0.1400 0.0226
H 15.5165 6.7671 -3.4196 0.2153 0.0744 0.0975
H 14.8419 5.2609 -5.1840 0.0049 0.1580 -0.0166
H 16.2266 4.2312 -4.9670 0.0525 0.0738 0.1659
H 17.4178 5.5999 -6.1428 -0.2213 -0.3479 0.2007
C 25.7403 4.3612 -4.4211 -0.1612 -0.8451 0.2555
C 24.2738 4.6240 -4.1302 1.1384 1.6725 -0.7579
O 23.7982 5.5520 -5.1948 -0.1682 -0.8032 0.3853
H 25.9102 4.0897 -5.4674 -0.0163 -0.0830 0.0325
H 26.0788 3.5283 -3.7981 0.1036 0.0729 -0.1138
H 26.3724 5.2141 -4.1915 -0.1243 0.1596 -0.0142
H 24.2441 5.1884 -3.1994 -0.4397 -0.3243 0.1848
H 23.6162 3.7573 -4.1235 0.1330 -0.1558 0.1035
H 22.8628 5.2601 -5.2863 -0.1797 0.6223 -0.1271
C 15.5305 3.6111 -9.8492 0.7768 0.8657 -0.4737
C 16.2672 3.7525 -8.5352 -0.0925 -0.3349 -0.1317
O 17.6692 3.9807 -8.8021 0.4729 0.4915 -0.4433
H 14.4659 3.4784 -9.6958 -0.0652 -0.2468 -0.0738
H 15.9742 2.8435 -10.4854 -0.3054 -0.4179 0.3313
H 15.6817 4.5220 -10.4511 -0.2794 0.0142 0.2971
H 16.1639 2.8349 -7.9490 0.0675 0.0817 0.0387
H 15.8799 4.5870 -7.9480 -0.0741 -0.0027 -0.0086
H 18.1037 4.3288 -8.0008 -0.2533 -0.3635 0.2476
C 21.1699 -0.0393 -7.4747 -0.1798 -0.5880 -0.2074
C 21.4648 0.2719 -6.0227 0.2450 0.9193 -0.8238
O 21.8729 1.6495 -5.8962 0.6010 0.1938 -0.1288
H 22.0318 0.1933 -8.1072 -0.0335 0.0819 0.0061
H 20.2767 0.4791 -7.8341 0.1142 0.1917 0.0516
H 20.9620 -1.1043 -7.6134 0.0686 0.0471 0.0820
H 22.3277 -0.2980 -5.6986 -0.2244 -0.3327 0.3747
H 20.5675 0.1132 -5.4299 0.1525 -0.2452 0.3186
H 21.4043 2.1969 -6.5545 -0.5225 -0.2842 0.4888